Entry 1:
# C3H3FHgO3

C3H3FHgO3 as an isolated structure in a non-equilibrium geometry (the ωB97M-V functional and the def2-TZVPD basis, the Open Molecules 2025 dataset).

The geometry in XYZ format:
```
11
Properties=species:S:1:pos:R:3:forces:R:3:mulliken_spin:R:1
H 0.365010 -1.583635 -1.209980 0.041 0.063 0.230 -0.01
O -0.858590 -1.044766 0.379098 -0.152 0.072 0.218 0.03
O -0.110141 1.048510 -0.397059 -0.535 -0.480 -0.187 0.01
O -2.345586 0.675989 0.515726 -0.276 -0.031 0.339 0.13
C 0.434285 -1.178655 -0.188962 -0.040 -0.113 -0.308 0.02
C 0.972857 0.251505 -0.237650 0.431 -0.040 0.278 -0.01
C -1.464898 0.068849 -0.130452 1.034 -0.288 -0.669 0.90
H 1.034159 -1.836406 0.446627 -0.173 0.188 -0.138 0.01
F 1.593468 0.541045 0.999027 -0.111 -0.053 -0.265 0.00
H 1.741386 0.413739 -1.006353 -0.163 0.004 0.217 0.00
Hg -1.361951 2.643830 0.829983 -0.057 0.677 0.286 0.91
```
Positions in Å, forces in eV/Å.

Spin multiplicity: 3
Energy above the lowest of the compared OMol25 structures with the same formula, charge and spin: 1.3 kcal/mol
HOMO energy (alpha / beta): -7.350 / -10.802 eV
Expectation value of S²: 2.01
Max |F|: 1.3 eV/A
E: -594.993726 hartree


Entry 2:
# C42H105In2N7O18P

C42H105In2N7O18P as an isolated structure in a non-equilibrium geometry (the ωB97M-V functional and the def2-TZVPD basis, the Open Molecules 2025 dataset).

The geometry in XYZ format:
```
175
Properties=species:S:1:pos:R:3:forces:R:3:lowdin_charge:R:1
In -0.779589 1.104304 -4.106743 0.353 1.442 1.203 1.30
In -1.949089 -2.824167 -1.874856 0.586 0.078 1.101 1.17
P -0.117077 -0.123770 -1.121611 -0.469 0.075 -0.147 -0.02
O 0.411448 1.290456 -1.379420 0.880 -0.702 1.498 -0.34
O 0.279724 -0.927527 -2.376873 0.731 -0.970 -1.137 -0.37
O -1.600912 0.006639 -1.625663 -2.064 -0.079 -0.527 -0.38
O -0.108564 -0.984304 0.164783 1.003 2.188 -1.721 -0.34
C 0.090640 5.006986 6.808174 -0.795 -0.405 0.736 -0.08
O 0.692266 3.732267 6.694049 0.017 -1.430 -0.364 -0.15
C 0.008392 2.519855 7.075463 0.492 1.316 1.448 -0.17
C -0.524968 1.606497 6.006350 -0.382 1.385 -0.703 -0.17
N -1.466257 2.299022 5.105042 1.132 -2.406 -0.501 0.08
C -1.984332 1.356427 4.098232 -1.104 0.980 -0.421 -0.16
C -2.490869 2.154038 2.874517 0.673 -0.118 -0.118 -0.15
O -1.463940 3.060884 2.411664 -0.951 0.861 0.339 -0.20
C -0.281618 2.531101 1.835425 -0.758 -1.090 0.618 -0.08
H -0.654603 5.148216 6.025386 0.203 0.344 -0.413 0.09
H 0.871325 5.765057 6.871174 -0.008 -0.196 -0.576 0.10
H -0.474979 5.115023 7.733645 -0.044 -0.262 0.302 0.09
H -0.789973 2.720481 7.789924 -0.106 0.349 0.044 0.14
H 0.750988 1.913002 7.593502 0.148 0.132 0.175 0.13
H -0.933581 0.722068 6.495153 -0.350 0.291 -0.119 0.11
H 0.373269 1.287717 5.477541 0.111 -0.285 -0.637 0.13
H -0.930366 2.929104 4.525461 0.149 1.060 0.299 0.11
H -2.762499 0.723037 4.524123 0.079 -0.015 0.011 0.10
H -1.175626 0.719006 3.740774 0.327 -0.435 0.066 0.10
H -3.413469 2.699115 3.073999 0.462 0.689 0.456 0.13
H -2.842133 1.514778 2.064544 0.617 -0.425 -0.105 0.08
H 0.337775 2.103332 2.623750 0.330 -0.191 0.091 0.08
H 0.324496 3.285151 1.333291 -0.535 0.185 -0.055 0.09
H -0.587203 1.720390 1.174010 0.424 -0.058 -0.413 0.07
C -4.747716 -1.139821 5.034471 0.578 0.271 -1.039 -0.09
O -3.414357 -1.406954 5.428729 -0.214 -0.270 -0.038 -0.23
C -3.286020 -2.494885 6.324674 0.915 0.398 0.480 -0.19
C -1.786342 -2.854970 6.411764 -1.602 -1.267 1.624 -0.18
N -1.010441 -1.770842 6.982841 -0.007 -0.509 -1.797 0.01
C 0.442865 -1.925830 6.902281 -0.034 -0.064 0.061 -0.14
C 1.038017 -2.144030 5.480800 0.601 0.736 0.808 -0.18
O 0.699201 -1.068261 4.636784 -1.940 0.031 1.499 -0.20
C 1.451786 -0.980157 3.503519 0.842 0.252 -1.088 -0.13
H -5.084157 -1.891077 4.319956 -0.347 -0.545 0.367 0.09
H -4.661142 -0.263681 4.391837 -0.317 0.441 0.366 0.07
H -5.447962 -0.986326 5.855569 0.089 -0.037 0.018 0.11
H -3.903581 -3.364895 6.101512 0.119 -0.114 -0.704 0.13
H -3.638795 -2.186249 7.308737 0.121 0.174 0.277 0.13
H -1.429110 -3.199517 5.441320 0.186 0.011 -0.390 0.11
H -1.798876 -3.703688 7.095591 0.467 -0.323 -0.053 0.13
H -1.309190 -1.101033 6.288425 0.449 1.376 0.334 0.07
H 0.813820 -2.703414 7.569991 -0.421 -0.560 -0.234 0.13
H 0.893933 -1.062712 7.391824 0.007 0.467 -0.521 0.12
H 0.779543 -3.082263 4.989868 -0.278 -0.262 0.246 0.12
H 2.119711 -2.120087 5.612959 0.268 -0.282 0.074 0.13
H 2.402042 -0.488990 3.712984 0.351 0.011 -0.082 0.11
H 0.912991 -0.375012 2.774408 -0.059 -0.111 -0.098 0.06
H 1.651116 -1.971105 3.095598 0.087 -0.113 -0.314 0.09
C 10.140507 1.380042 -0.937628 -1.079 -0.147 -0.688 -0.09
O 9.133516 2.050720 -0.175596 -0.397 1.441 -0.806 -0.20
C 8.503603 3.195887 -0.840087 -0.813 -1.108 2.212 -0.16
C 7.303649 3.676782 0.068167 1.230 0.060 -1.519 -0.18
N 6.179722 2.772856 0.044808 -1.338 0.508 1.311 0.03
C 4.934885 3.225947 0.693094 -0.170 0.035 -0.257 -0.16
C 3.707777 2.371692 0.323303 1.386 0.988 -0.523 -0.24
O 3.942416 1.082423 0.763623 -0.257 -1.222 0.736 -0.16
C 2.819997 0.221120 0.590771 0.221 0.152 -0.280 -0.09
H 10.128668 0.345649 -0.594105 0.552 0.207 0.272 0.09
H 11.117908 1.861485 -0.969507 0.029 0.008 0.615 0.09
H 9.823534 1.322305 -1.978917 -0.130 0.041 -0.280 0.08
H 8.032692 2.922984 -1.784473 0.396 -0.230 -0.278 0.12
H 9.167262 4.053768 -0.948238 0.289 -0.167 -0.092 0.12
H 7.049151 4.621192 -0.412897 -0.600 0.083 0.024 0.12
H 7.643881 3.973453 1.060300 0.148 -0.397 0.403 0.14
H 6.326761 1.891281 0.515254 0.869 -0.510 -0.506 0.13
H 4.703679 4.279014 0.532843 0.244 0.018 -0.447 0.13
H 5.007895 3.127487 1.776188 0.329 -0.052 0.429 0.13
H 3.667248 2.390044 -0.765780 -0.550 0.015 -0.297 0.12
H 2.845751 2.862241 0.775381 -0.383 -0.214 0.020 0.12
H 1.955154 0.575931 1.151346 -0.105 0.233 -0.154 0.06
H 3.009574 -0.800275 0.920815 0.544 0.190 0.187 0.09
H 2.592245 0.168494 -0.473871 -0.283 0.058 -0.097 0.07
C -2.049230 4.210009 -6.185177 -0.693 0.165 -0.737 -0.06
O -2.204134 2.771774 -6.080126 0.199 -0.119 -0.854 -0.29
C -2.286894 2.093045 -7.382463 2.119 0.697 0.121 -0.14
C -0.849163 1.960437 -8.053081 -1.147 -1.047 1.564 -0.14
N 0.050635 1.241627 -7.123056 -0.251 0.605 0.734 -0.09
C 1.422134 1.179419 -7.590411 0.721 -0.485 1.216 -0.17
C 2.372201 0.506409 -6.550592 -0.254 0.262 1.101 -0.14
O 2.146310 0.968287 -5.200049 -1.128 0.938 -0.152 -0.27
C 2.809216 0.298257 -4.153662 0.853 -0.387 0.059 -0.11
H -2.903538 4.577968 -6.753394 -0.075 0.069 -0.136 0.10
H -1.154266 4.569618 -6.692952 0.268 -0.570 -0.149 0.09
H -2.063000 4.767589 -5.248688 -0.089 -0.933 0.403 0.08
H -2.922305 2.578986 -8.122871 -0.250 0.397 0.389 0.13
H -2.685149 1.091602 -7.219373 -0.011 0.040 0.323 0.12
H -0.417437 2.930212 -8.300565 -0.057 -0.129 -0.038 0.12
H -0.960197 1.313624 -8.923376 -0.136 0.438 -0.520 0.13
H -0.270844 0.300930 -6.944613 -0.232 -0.205 -0.429 0.09
H 1.801660 2.180842 -7.793400 -0.191 0.015 -0.075 0.12
H 1.458487 0.587569 -8.505011 0.361 0.012 -0.233 0.13
H 3.402386 0.805758 -6.743480 0.075 -0.509 -0.570 0.14
H 2.233882 -0.570371 -6.452956 0.213 -0.251 -0.817 0.13
H 2.962192 1.011222 -3.343490 -0.521 -0.101 0.153 0.09
H 3.817353 -0.053204 -4.373254 0.227 0.204 -0.707 0.10
H 2.294706 -0.609967 -3.839809 -0.449 0.134 0.277 0.07
C -4.097257 -4.824273 0.488317 -1.178 0.413 1.460 -0.13
O -2.872783 -5.108340 -0.060931 1.729 -0.271 -1.504 -0.29
C -2.755677 -6.461810 -0.502543 0.346 0.140 0.363 -0.16
C -1.427370 -6.724961 -1.197552 0.563 -0.189 -0.275 -0.16
N -1.147625 -5.919905 -2.345712 -1.395 1.433 -1.379 -0.06
C 0.046110 -6.021173 -3.183934 0.175 1.123 1.588 -0.12
C 1.229153 -5.446390 -2.322966 -0.734 -0.740 -0.633 -0.18
O 0.862736 -4.178206 -1.771080 0.437 -0.737 -0.753 -0.26
C 1.983147 -3.476708 -1.276393 0.077 1.857 0.141 -0.11
H -4.185701 -5.365246 1.430460 -0.527 -0.574 -0.011 0.11
H -4.925901 -5.013162 -0.194163 -0.140 -0.206 0.056 0.11
H -4.156171 -3.789679 0.826338 0.251 0.161 -0.618 0.06
H -3.611675 -6.763870 -1.105963 -0.075 0.311 -0.536 0.14
H -2.820552 -7.150334 0.339974 0.204 0.047 0.377 0.14
H -1.469345 -7.763295 -1.526474 0.066 -0.510 0.220 0.14
H -0.538375 -6.605376 -0.578281 -0.287 -0.253 0.678 0.10
H -1.985847 -5.644237 -2.837126 0.048 -0.328 -0.276 0.09
H -0.051517 -5.385619 -4.064073 -0.357 0.172 0.154 0.12
H 0.212499 -7.020545 -3.586022 0.322 -0.296 0.417 0.13
H 2.085051 -5.403343 -2.996516 0.260 0.358 0.195 0.13
H 1.459231 -6.130586 -1.506233 0.124 -0.138 0.079 0.12
H 1.654573 -2.443040 -1.168387 -0.294 -0.135 0.472 0.05
H 2.811189 -3.308304 -1.964934 0.087 -0.911 -0.464 0.10
H 2.376855 -3.808984 -0.315828 -0.163 -0.502 -0.011 0.09
C 1.199926 -6.267304 2.176037 -0.701 -0.630 -0.893 -0.09
O 0.178996 -5.369217 2.602961 0.542 1.170 -0.262 -0.17
C -0.087994 -4.274633 1.678873 0.874 -1.556 0.357 -0.19
C -1.260021 -3.544068 2.217862 -0.815 -1.551 -0.703 -0.19
N -1.792112 -2.611144 1.268359 -0.783 0.766 1.720 0.03
C -2.814746 -1.782439 1.931028 -0.697 -0.020 -1.383 -0.14
C -3.470167 -0.728316 1.022149 -0.590 -0.808 -0.469 -0.16
O -4.253866 -1.366623 -0.070991 1.291 0.431 1.149 -0.26
C -5.104733 -0.467045 -0.796661 0.331 0.060 0.991 -0.07
H 2.156029 -5.859544 1.847852 0.023 0.633 0.440 0.09
H 0.814614 -6.791555 1.301507 -0.043 -0.180 -0.363 0.07
H 1.366515 -7.067709 2.896934 -0.104 0.502 0.400 0.10
H -0.256629 -4.685564 0.683483 -0.039 0.088 -0.223 0.11
H 0.704462 -3.526510 1.658285 0.696 -0.333 -0.257 0.11
H -0.831262 -3.107024 3.119676 -0.686 0.657 0.627 0.12
H -2.052711 -4.262626 2.426225 0.022 -0.019 0.614 0.14
H -1.037678 -2.012515 0.964109 0.355 0.690 -0.846 0.02
H -2.388087 -1.275702 2.796633 0.451 0.391 0.213 0.12
H -3.594971 -2.393935 2.384277 -0.006 -0.357 -0.194 0.12
H -2.715625 -0.018931 0.682232 0.131 -0.246 -0.798 0.08
H -4.097013 -0.118251 1.672512 -0.648 -0.170 -0.076 0.11
H -5.861234 -0.078968 -0.114605 -0.112 0.178 0.031 0.09
H -5.634058 -1.011749 -1.578463 0.366 -0.071 -0.031 0.10
H -4.504995 0.360587 -1.175369 -0.062 0.060 -0.353 0.07
C 1.533419 4.141338 -5.191023 0.655 0.580 0.250 -0.10
O 0.462085 3.869787 -4.326566 -0.812 -0.056 1.356 -0.26
C 0.606916 4.631507 -3.078969 1.221 -0.659 -1.156 -0.19
C -0.664374 4.682566 -2.359749 -0.855 0.008 -0.648 -0.19
N -1.127422 3.349003 -2.031390 -2.308 1.289 -1.184 0.03
C -2.544598 3.243995 -1.557769 1.974 -1.297 1.236 -0.15
C -3.668362 3.437576 -2.520598 0.241 0.171 -0.517 -0.21
O -3.564569 2.508860 -3.589179 -0.820 0.000 0.376 -0.25
C -4.850112 2.103698 -4.094686 0.351 0.658 -0.254 -0.06
H 1.569045 5.220998 -5.336556 0.236 0.147 -0.238 0.10
H 1.439869 3.666249 -6.167572 -0.312 -0.233 0.342 0.08
H 2.445482 3.821478 -4.687116 0.346 -0.042 -0.373 0.10
H 0.879714 5.658205 -3.323088 0.293 0.001 -0.102 0.14
H 1.357671 4.191118 -2.422829 0.521 -0.204 -0.311 0.13
H -1.289103 5.195025 -3.091334 -0.953 -0.268 0.323 0.13
H -0.558458 5.376198 -1.525620 -0.097 -0.150 0.463 0.15
H -0.452205 2.766518 -1.557163 0.197 -0.590 0.391 0.04
H -2.754362 3.808287 -0.649103 0.287 0.890 -0.087 0.13
H -2.516876 2.235291 -1.145650 -0.619 -0.415 -0.353 0.10
H -3.716674 4.461402 -2.891469 0.321 0.202 -0.358 0.13
H -4.586129 3.374682 -1.935915 -0.250 -0.622 -0.028 0.13
H -5.415841 2.913823 -4.554852 0.343 0.492 -0.149 0.10
H -5.512970 1.791451 -3.287698 0.231 -0.740 0.028 0.09
H -4.648029 1.396569 -4.899186 -0.232 -0.329 0.428 0.09
```
Positions in Å, forces in eV/Å.

Spin multiplicity: 1
HOMO energy: -13.872 eV
Max |F|: 3.0 eV/A
E: -4121.014916 hartree
Net charge: +3